Here is the ion C2H9N3 with charge +2 at a distorted geometry from the OMol25 dataset. Energies are from ωB97M-V/def2-TZVPD.

Last column: natural (NBO) charge in e.
Element x y z (Å)
N (-0.202, 0.298, -1.000)  -0.216
N (0.536, -0.130, 1.178)  -0.178
N (-0.981, 0.985, -1.865)  -0.382
C (0.476, -1.540, 1.129)  -0.521
C (0.124, 0.825, 0.294)  -0.149
H (-0.827, 1.462, 0.451)  0.322
H (-0.181, -1.855, 0.294)  0.252
H (0.128, -2.021, 2.143)  0.342
H (1.482, -2.122, 0.864)  0.360
H (0.757, 0.109, 2.099)  0.457
H (0.203, -0.541, -1.328)  0.442
H (-1.287, 0.758, -2.861)  0.504
H (-1.007, 2.072, -1.596)  0.445
H (0.780, 1.700, 0.197)  0.322

Summary:
LUMO energy (spin up / spin down) = -11.255 / -12.833 eV
Structure (SMILES) = CNC[NH+]=[NH2+]
HOMO (spin up / spin down) = -20.914 / -20.041 eV
HOMO-LUMO gap (spin up / spin down) = 9.66 / 7.21 eV
Charge = +2



Here is a structure of composition C3H12BrN6O3 at a distorted geometry from the OMol25 dataset. Energies are from ωB97M-V/def2-TZVPD.

Last column: natural (NBO) charge in e.
Element x y z (Å)
Br (-4.737, 4.959, 6.248)  -0.534
O (-2.125, 3.835, 9.504)  -0.746
O (-5.350, 0.528, 5.064)  -0.693
O (-7.191, 8.549, 4.602)  -0.737
N (-5.758, 6.953, 4.203)  -0.841
N (-2.468, 5.099, 7.693)  -0.879
N (-4.063, 2.312, 5.054)  -0.868
N (-3.979, 3.531, 8.303)  -0.841
N (-6.677, 7.036, 6.132)  -0.844
N (-6.244, 2.486, 5.467)  -0.853
C (-6.567, 7.559, 4.964)  0.740
C (-5.224, 1.704, 5.213)  0.753
C (-2.868, 4.132, 8.543)  0.750
H (-6.024, 3.470, 5.405)  0.393
H (-1.879, 5.907, 7.833)  0.399
H (-3.057, 5.048, 6.873)  0.347
H (-3.795, 3.206, 5.441)  0.395
H (-6.053, 6.310, 6.455)  0.378
H (-4.180, 2.675, 8.800)  0.396
H (-7.172, 2.195, 5.742)  0.397
H (-7.139, 7.660, 6.778)  0.383
H (-6.031, 6.893, 3.233)  0.390
H (-5.351, 6.197, 4.735)  0.377
H (-4.514, 3.853, 7.509)  0.346
H (-3.297, 1.926, 4.520)  0.390

Summary:
LUMO energy = 3.273 eV
HOMO = -5.691 eV
HOMO-LUMO gap = 8.96 eV
Charge = -1



Here is the molecule C5H9NO2 at a distorted geometry from the OMol25 dataset. Energies are from ωB97M-V/def2-TZVPD.

Last column: natural (NBO) charge in e.
Element x y z (Å)
O (-2.235, -0.776, -0.226)  -0.507
O (0.783, 1.854, -0.154)  -0.584
N (1.827, 0.974, 0.137)  -0.164
C (-3.245, 0.133, 0.192)  -0.264
C (0.148, -0.844, -0.024)  -0.374
C (1.507, -0.272, 0.058)  0.194
C (2.666, -1.209, 0.029)  -0.632
C (-1.001, -0.142, -0.089)  0.195
H (-4.268, -0.330, 0.137)  0.204
H (1.206, 2.671, -0.010)  0.478
H (0.065, -1.896, 0.015)  0.221
H (3.606, -0.705, -0.177)  0.238
H (-3.226, 1.011, -0.458)  0.174
H (2.655, -1.767, 1.034)  0.217
H (2.477, -1.960, -0.716)  0.220
H (-3.095, 0.594, 1.219)  0.176
H (-1.045, 0.935, 0.034)  0.206

Summary:
LUMO energy = 0.911 eV
Structure (SMILES) = CO/C=C/C(C)=N\O
HOMO = -8.465 eV
HOMO-LUMO gap = 9.38 eV



Here is a structure of composition C30H21N4O8RbS at a distorted geometry from the OMol25 dataset. Energies are from ωB97M-V/def2-TZVPD.

Last column: natural (NBO) charge in e.
Element x y z (Å)
Rb (-0.648, 0.079, 0.523)  0.928
S (-0.018, -2.820, -0.685)  1.286
O (-3.978, 5.458, -4.985)  -0.761
O (2.867, -0.701, 6.346)  -0.684
O (-1.658, 0.587, 2.904)  -0.793
O (-1.343, -2.340, -0.191)  -1.001
O (2.520, -0.452, 0.367)  -0.778
O (4.443, -0.559, 1.559)  -0.766
O (-1.784, -1.334, 4.099)  -0.746
O (-3.415, 3.872, -6.505)  -0.764
N (-0.933, 3.242, 0.109)  -0.415
N (1.077, -0.282, 2.665)  -0.492
N (0.273, 0.186, -2.836)  -0.405
N (-1.522, 2.072, -2.266)  -0.399
C (-2.806, 3.544, -4.249)  -0.088
C (-0.588, 0.501, -3.807)  0.183
C (3.157, -3.796, 1.591)  -0.224
C (-3.519, 4.357, -5.357)  0.736
C (-2.841, 4.786, 1.392)  -0.175
C (1.173, -0.771, -3.047)  0.050
C (3.055, -0.496, 3.957)  -0.348
C (-1.709, 4.369, 2.070)  -0.260
C (-1.475, 1.682, -3.536)  0.133
C (-0.267, -4.569, -1.068)  -0.810
C (-0.607, -0.189, -5.017)  -0.249
C (-2.141, 3.209, -1.972)  0.150
C (2.357, -3.437, 0.519)  -0.144
C (2.287, -0.569, 5.110)  0.316
C (-3.009, 4.418, 0.066)  -0.246
C (3.204, -0.454, 1.419)  0.734
C (-2.031, 3.640, -0.544)  0.184
C (0.905, -0.540, 5.031)  -0.323
C (-1.190, -0.366, 3.581)  0.724
C (2.403, -0.379, 2.742)  0.136
C (-2.797, 3.976, -2.933)  -0.223
C (0.439, -3.303, 1.994)  -0.221
C (-0.786, 3.595, 1.381)  0.058
C (1.005, -3.213, 0.736)  -0.275
C (2.598, -3.916, 2.861)  -0.211
C (0.311, -1.207, -5.220)  -0.181
C (0.338, -0.373, 3.775)  0.145
C (1.248, -3.666, 3.065)  -0.198
C (1.233, -1.502, -4.228)  -0.291
C (-2.117, 2.381, -4.553)  -0.178
H (3.819, -0.712, 6.211)  0.470
H (0.110, 3.235, 1.876)  0.202
H (-3.893, 4.709, -0.487)  0.218
H (-3.597, 5.379, 1.894)  0.202
H (-0.673, -5.034, -0.168)  0.235
H (-0.610, -3.069, 2.149)  0.263
H (1.977, -2.278, -4.360)  0.205
H (4.223, -3.921, 1.449)  0.216
H (1.881, -0.938, -2.236)  0.226
H (-1.551, 4.610, 3.113)  0.212
H (-2.087, 2.078, -5.591)  0.228
H (3.231, -4.160, 3.706)  0.204
H (-3.281, 4.917, -2.703)  0.237
H (0.285, -0.654, 5.910)  0.228
H (4.138, -0.562, 3.965)  0.232
H (0.312, -1.757, -6.154)  0.200
H (-0.978, -4.626, -1.895)  0.225
H (0.822, -3.703, 4.061)  0.225
H (0.690, -5.015, -1.347)  0.224
H (2.787, -3.287, -0.465)  0.215
H (-1.319, 0.070, -5.789)  0.218

Summary:
LUMO energy = 3.540 eV
HOMO = -3.647 eV
HOMO-LUMO gap = 7.19 eV
Charge = -2



Here is a cluster of 2 separate species, C2H4F2OS in total at a distorted geometry from the OMol25 dataset. Energies are from ωB97M-V/def2-TZVPD.

Last column: natural (NBO) charge in e.
Element x y z (Å)
S (0.900, -1.382, 0.059)  0.842
F (-2.387, 1.366, -0.428)  -0.308
F (-3.256, -0.421, 0.349)  -0.327
O (-0.470, -0.819, -0.302)  -0.781
C (2.185, -0.175, -0.351)  -0.844
C (-2.341, 0.495, 0.506)  0.620
H (1.969, 0.798, 0.054)  0.235
H (2.423, -0.091, -1.365)  0.229
H (3.187, -0.503, 0.008)  0.238
H (-2.209, 0.732, 1.470)  0.096

Summary:
LUMO energy (spin up / spin down) = 0.881 / -0.901 eV
HOMO (spin up / spin down) = -8.812 / -7.531 eV
HOMO-LUMO gap (spin up / spin down) = 9.69 / 6.63 eV



What energy relative to the best compared isomer or geometry (same formula, charge and spin) values result from the calculations? In sequence: 127.25, 109.41, 82.26, 12.94, 73.79 kcal/mol.